w.
A 2-piece molecular cluster, C3H11NOS2 overall. Source: the Open Molecules 2025 dataset; level of theory: ωB97M-V with the def2-TZVPD basis set.

Geometry (Å):
S 0.45 2.31 -2.52
S 0.48 0.24 -2.51
C 0.26 -0.30 -0.83
C 0.65 0.72 0.21
N 0.26 0.32 1.54
C -1.13 0.55 1.77
H 1.88 2.56 -2.33
H -0.85 -0.45 -0.61
H 0.73 -1.21 -0.72
H 0.37 1.75 -0.04
H 1.70 0.81 0.04
H 0.69 -0.34 1.92
H -1.20 1.71 2.04
H -1.65 0.06 2.71
H -1.70 0.33 0.88
H 0.09 -2.69 0.14
H -0.99 -3.19 -1.00
O -0.06 -3.17 -0.66

Properties
SMILES string: CNCCSS.O
Total charge: 0
LUMO: 0.4835 eV
HOMO: -8.55 eV



x.
A 3-piece molecular cluster, C3H11NOS2 overall. Source: the Open Molecules 2025 dataset; level of theory: ωB97M-V with the def2-TZVPD basis set.

Geometry (Å):
N -2.15 0.15 1.11
C -0.71 0.18 0.48
C -0.82 0.02 -1.12
S 2.37 -0.55 -1.81
S 2.49 0.77 -0.18
C 3.58 -0.27 1.01
H -2.19 -0.68 1.79
H -2.88 0.13 0.32
H -0.07 -0.58 0.96
H -0.40 1.17 0.78
H -1.80 -0.45 -1.27
H -0.77 1.00 -1.74
H 4.50 -0.42 0.49
H 3.14 -1.28 1.21
H 3.87 0.33 1.96
H -4.41 0.88 -1.47
H -0.18 -0.76 -1.45
O -3.57 0.38 -1.06

Properties
Total charge: 0
LUMO: -4.6274 eV
HOMO: -7.56 eV



y.
A 2-piece molecular cluster, C3H11NOS2 overall. Source: the Open Molecules 2025 dataset; level of theory: ωB97M-V with the def2-TZVPD basis set.

Geometry (Å):
S -1.37 -1.89 0.60
S -2.42 -0.69 -0.97
C -1.46 0.87 -0.68
C -0.01 0.54 -0.99
N 0.20 -0.09 -2.43
C 1.13 -1.35 -2.36
H -2.44 -2.23 1.31
H -1.88 1.71 -1.15
H -1.32 1.08 0.45
H 0.55 -0.19 -0.24
H 0.65 1.43 -0.95
H -0.76 -0.43 -2.82
H 2.03 -0.96 -1.91
H 1.35 -1.72 -3.34
H 0.63 -2.15 -1.78
H 2.42 1.68 5.91
H 1.01 1.99 5.39
O 1.70 2.40 5.96

Properties
SMILES string: CNCCSS.O
Total charge: 0
LUMO: -0.3072 eV
HOMO: -8.67 eV



z.
A 2-piece molecular cluster, C3H11NOS2 overall. Source: the Open Molecules 2025 dataset; level of theory: ωB97M-V with the def2-TZVPD basis set.

Geometry (Å):
N 1.68 2.40 -0.61
C 0.89 1.32 -0.05
C 1.64 -0.01 -0.21
C -0.56 1.18 -0.64
S -1.47 -0.27 -0.08
S -0.96 -1.99 -1.13
H 1.15 3.23 -0.86
H 2.14 2.16 -1.48
H 0.75 1.39 1.03
H 2.75 0.04 -0.24
H 1.31 -0.74 0.52
H 1.42 -0.45 -1.25
H -1.10 2.15 -0.42
H -0.55 1.21 -1.75
H -0.61 -1.32 -2.23
H 0.11 0.44 3.33
H 0.14 -1.04 3.71
O 0.71 -0.27 3.59

Properties
SMILES string: C[C@@H](N)CSS.O
Total charge: 0
LUMO: 0.3632 eV
HOMO: -8.27 eV



Quick ranking, most stable first: z, y, w, x.



w.
A 2-piece molecular cluster, C3H11NOS2 overall. Source: the Open Molecules 2025 dataset; level of theory: ωB97M-V with the def2-TZVPD basis set.

Geometry (Å):
N 2.34 1.99 -1.72
C 1.80 0.78 -1.03
C 0.49 1.15 -0.35
S -0.41 -0.23 0.32
S 1.05 -1.62 0.82
C -0.13 -2.86 1.41
H 2.88 1.70 -2.52
H 1.56 2.55 -2.05
H 1.70 -0.03 -1.74
H 2.52 0.65 -0.22
H 0.64 2.02 0.30
H -0.07 1.58 -1.18
H 0.48 -3.60 1.92
H -0.95 -2.30 1.85
H -0.66 -3.39 0.61
H -5.11 0.74 1.50
H -3.96 0.10 0.69
O -4.16 0.74 1.38

Properties
SMILES string: CSSCCN.O
Total charge: 0
LUMO: 0.5496 eV
HOMO: -7.79 eV



x.
A 2-piece molecular cluster, C3H11NOS2 overall. Source: the Open Molecules 2025 dataset; level of theory: ωB97M-V with the def2-TZVPD basis set.

Geometry (Å):
N -1.83 -0.38 -1.52
C -1.50 0.98 -1.05
C 0.02 1.26 -0.86
S 1.10 -0.14 -0.34
S 1.12 -0.34 1.63
C 2.25 0.86 2.48
H -1.44 -0.58 -2.42
H -1.65 -1.06 -0.81
H -1.80 1.75 -1.76
H -2.02 1.16 -0.12
H 0.53 1.36 -1.85
H 0.09 2.20 -0.30
H 2.37 1.71 1.86
H 1.69 1.21 3.35
H 3.01 0.16 2.81
H 0.00 -3.57 0.08
H -1.11 -2.88 -0.74
O -0.81 -3.74 -0.41

Properties
SMILES string: CSSCCN.O
Total charge: 0
LUMO: 0.6528 eV
HOMO: -8.76 eV



Quick ranking, most stable first: x, w.



w.
A 2-piece molecular cluster, C3H8NO2S overall. Source: the Open Molecules 2025 dataset; level of theory: ωB97M-V with the def2-TZVPD basis set.

Geometry (Å):
N 1.61 1.37 -2.21
C 0.86 0.70 -1.14
O 1.58 0.06 -0.34
O -0.39 0.88 -1.15
H 1.15 2.16 -2.66
H 2.61 1.49 -2.08
C -0.55 0.28 2.00
S -1.23 -1.46 1.93
C -1.08 -1.78 0.15
H -1.29 0.95 1.56
H 0.41 0.41 1.51
H -0.52 0.53 3.07
H -1.14 -2.90 0.03
H -1.90 -1.28 -0.43
H -0.12 -1.40 -0.25

Properties
Total charge: -1
LUMO: 3.4981 eV
HOMO: -4.46 eV



x.
An isolated ion of composition C3H8NO2S and charge -1. Source: the Open Molecules 2025 dataset; level of theory: ωB97M-V with the def2-TZVPD basis set.

Geometry (Å):
C 0.66 -0.65 -1.89
C -0.21 -0.83 1.37
C -1.14 1.13 0.10
N 0.19 0.35 0.75
O 1.60 1.59 -0.88
O 2.37 -0.58 0.08
S 1.27 0.15 -0.57
H -0.18 0.00 -2.07
H 0.15 -1.72 -1.67
H 0.77 -1.39 1.30
H -0.52 -0.77 2.45
H -1.01 -1.27 0.86
H -0.47 1.80 -0.51
H -1.86 0.52 -0.33
H -1.61 1.67 1.01

Properties
SMILES string: C=[S@](=O)([O-])N(C)C
Total charge: -1
LUMO: 3.9910 eV
HOMO: -3.46 eV



Quick ranking, most stable first: w, x.